[1]
Density functional theory data (ωB97M-V/def2-TZVPD) for a 12-piece molecular cluster, C38H107N7O17 overall at a distorted geometry.

Geometry (Å):
C: -1.89139 3.76552 -4.10494
C: -0.53070 4.48466 -4.19178
O: -0.38940 5.34389 -5.28757
O: -1.99324 2.75359 -5.05093
H: -2.65999 4.48607 -4.10943
H: -2.01180 3.31436 -3.14805
H: 0.32658 3.79601 -4.20604
H: -0.30478 5.02056 -3.27059
H: -0.87569 6.16268 -5.13124
H: -1.82751 3.20630 -5.88605
C: -2.94182 -4.97293 -2.36660
C: -4.37782 -4.85498 -2.92333
O: -4.27993 -4.02606 -4.09719
O: -2.65476 -3.74667 -1.63620
H: -2.27002 -5.15172 -3.18480
H: -2.91199 -5.76592 -1.61352
H: -5.11892 -4.58066 -2.17409
H: -4.64240 -5.83397 -3.36632
H: -4.06851 -3.10073 -3.80571
H: -2.02879 -4.04209 -0.97954
C: 5.22480 1.87385 0.42195
C: 5.18847 0.41508 0.88216
O: 4.83313 -0.29602 -0.31245
O: 6.08812 2.07177 -0.62626
H: 5.41700 2.50952 1.27661
H: 4.18855 2.00757 0.05170
H: 4.44002 0.24897 1.68722
H: 6.17608 0.27309 1.23825
H: 4.94836 -1.24672 -0.19553
H: 5.83608 1.51131 -1.37287
C: -3.92601 2.84979 -0.28060
C: -3.42637 2.66232 1.10899
O: -4.07635 3.56523 2.00708
O: -5.32159 2.66893 -0.36569
H: -3.51160 2.11730 -0.95042
H: -3.67518 3.87150 -0.57454
H: -2.36475 2.73964 1.11229
H: -3.71302 1.64128 1.38243
H: -4.88258 3.21288 2.42782
H: -5.73895 3.44447 -0.00353
C: -4.85725 -0.71172 -2.83186
C: -4.67751 -0.84609 -1.27975
O: -4.72963 -2.08751 -0.73796
O: -3.88879 -1.34277 -3.63363
H: -4.80719 0.40210 -2.99932
H: -5.83856 -1.02241 -3.16429
H: -5.46255 -0.23886 -0.84789
H: -3.74745 -0.37596 -0.95766
H: -3.97480 -2.68333 -0.96787
H: -2.99435 -0.91474 -3.48726
C: 1.77628 1.80426 3.18782
C: 0.83343 2.76043 3.92544
C: 0.54968 2.43644 5.40594
O: -0.33485 3.34127 5.94744
C: -0.07819 3.69137 7.34635
N: 1.47325 4.09562 3.82241
H: 1.30735 0.80395 3.04859
H: 2.71064 1.77373 3.72514
H: 2.05874 2.17391 2.23363
H: -0.12238 2.73566 3.40321
H: 1.50242 2.41625 5.99611
H: 0.18559 1.39862 5.41323
H: -0.21511 2.84609 8.04288
H: -0.82699 4.46195 7.69860
H: 0.98317 4.02489 7.45797
H: 0.88035 4.87852 4.18283
H: 2.38869 4.14515 4.32729
C: -1.57276 -2.31633 6.98919
C: -0.25633 -1.60715 6.83377
C: 0.06549 -1.34357 5.36258
O: 0.34252 -2.53162 4.63414
C: 1.01747 -2.20753 3.46323
N: -0.32945 -0.31415 7.56405
H: -2.44226 -1.68940 6.64168
H: -1.67847 -2.59011 8.02000
H: -1.47222 -3.25733 6.45003
H: 0.53403 -2.22905 7.24969
H: 0.96802 -0.73261 5.38585
H: -0.71345 -0.73995 4.85143
H: 2.04682 -1.87668 3.65976
H: 0.47317 -1.38586 2.93041
H: 1.01673 -3.07741 2.82312
H: 0.46345 0.30227 7.60917
H: -0.56472 -0.49053 8.53991
C: -2.65059 -4.20820 2.24052
C: -2.15840 -5.61644 1.81677
C: -0.72927 -5.64352 1.27868
O: -0.51548 -4.82959 0.14897
C: 0.85009 -4.65074 -0.21954
N: -2.09789 -6.56064 2.84742
H: -3.66990 -4.14064 2.65404
H: -2.73133 -3.68754 1.29371
H: -2.04844 -3.66792 2.93571
H: -2.80318 -6.05841 1.04387
H: -0.47213 -6.69661 1.06822
H: -0.07890 -5.25696 2.10706
H: 1.36124 -5.64202 -0.21133
H: 1.28386 -3.97852 0.51053
H: 0.78528 -4.21375 -1.25284
H: -1.36170 -6.28950 3.50649
H: -2.96025 -6.47573 3.36186
C: -1.13194 5.77740 -0.39859
C: 0.15383 5.96449 0.36450
C: 1.28100 6.24638 -0.60850
O: 1.46771 5.13069 -1.41688
C: 2.41209 5.38352 -2.44435
N: 0.11712 7.18521 1.19676
H: -1.96211 5.83931 0.27656
H: -1.06737 4.83587 -0.86560
H: -1.25335 6.58762 -1.07468
H: 0.38932 5.04081 0.89901
H: 2.21991 6.49675 -0.17809
H: 0.92620 7.07157 -1.14469
H: 2.02351 6.18385 -3.06962
H: 2.54192 4.41691 -2.98274
H: 3.36194 5.69478 -2.06444
H: 1.03030 7.38988 1.57400
H: -0.52571 7.21378 1.98315
C: -1.09257 -1.48004 -5.44314
C: -0.50450 -0.64045 -4.33033
C: 0.75249 0.02400 -4.90303
O: 1.46187 0.70283 -3.95819
C: 2.41156 1.57432 -4.59533
N: -1.41911 0.22394 -3.67773
H: -0.33443 -2.16350 -5.80088
H: -1.45838 -0.90949 -6.31083
H: -1.93395 -2.00450 -5.01789
H: -0.05625 -1.31228 -3.60673
H: 0.34740 0.77021 -5.62579
H: 1.35791 -0.70993 -5.43216
H: 3.29824 1.02678 -5.02943
H: 2.77997 2.27891 -3.85477
H: 1.91731 2.19268 -5.35153
H: -1.87019 0.93842 -4.22716
H: -1.00589 0.78829 -2.99782
C: 5.60909 -4.24165 -0.97153
C: 4.62470 -5.15591 -1.63499
C: 3.51754 -4.37650 -2.43655
O: 3.15149 -3.29292 -1.61922
C: 2.39284 -2.27445 -2.26059
N: 5.34126 -6.11414 -2.47587
H: 5.17253 -3.63992 -0.19576
H: 6.12977 -3.49767 -1.57090
H: 6.35104 -4.78636 -0.41023
H: 4.12750 -5.71294 -0.85277
H: 2.59356 -4.90774 -2.61915
H: 3.87843 -4.07113 -3.39235
H: 1.38334 -2.59193 -2.52684
H: 2.85556 -1.87571 -3.14549
H: 2.27770 -1.54421 -1.49506
H: 6.02585 -5.70874 -3.09238
H: 4.76031 -6.80631 -2.92469
C: 1.80462 0.75856 -0.15251
C: 0.45425 0.95296 -0.78324
C: -0.67190 0.90783 0.27023
O: -0.71634 -0.25674 1.11497
C: -1.37848 -1.37936 0.63829
N: 0.27890 2.20783 -1.54882
H: 2.09955 1.69857 0.33080
H: 2.51876 0.60834 -0.96708
H: 1.83479 -0.11269 0.46466
H: 0.15028 0.09811 -1.36657
H: -1.62570 1.15388 -0.23541
H: -0.52211 1.71455 1.00753
H: -2.40650 -1.37106 1.02556
H: -0.96967 -2.32589 1.01883
H: -1.32713 -1.53061 -0.44981
H: 0.57874 2.98641 -1.02109
H: 0.82324 2.06576 -2.38137

Computed properties:
E_HOMO   -0.327 Ha
ΔE to the lowest compared entry with this formula, charge and spin   1.496 eV
Total charge   0
Multiplicity   1
Energy   -3174.12051 Ha

Atom charges from the Löwdin analysis, given in e for atoms 1 to 4:
1. C -0.2361
2. C -0.2458
3. O -0.0526
4. O -0.0580


[2]
Density functional theory data (ωB97M-V/def2-TZVPD) for a 14-piece molecular cluster, C38H109N5O19 overall at a distorted geometry.

Geometry (Å):
C: 1.53031 -3.08002 3.11172
C: 1.68014 -2.07069 2.00343
O: 2.46391 -2.60070 0.95132
O: 1.09847 -2.50924 4.37578
H: 2.48018 -3.55299 3.26151
H: 0.81093 -3.84037 2.87441
H: 2.12703 -1.12517 2.43227
H: 0.71128 -1.83188 1.54741
H: 2.08193 -2.22092 0.13160
H: 1.87716 -2.40018 4.98360
C: -1.70885 -2.87869 -2.31783
C: -2.11966 -1.63808 -1.54661
O: -3.53142 -1.57903 -1.43360
O: -2.14938 -3.96620 -1.45607
H: -0.64430 -3.02993 -2.32227
H: -2.12238 -2.86663 -3.32453
H: -1.76518 -0.64735 -1.96167
H: -1.77198 -1.80179 -0.51206
H: -3.92888 -0.79641 -1.85200
H: -3.08833 -3.78065 -1.31750
C: -0.87347 2.39490 3.15032
C: -0.53853 3.83960 3.13434
O: 0.42129 4.14534 2.11487
O: -1.91359 2.15422 4.05983
H: 0.06184 1.88838 3.44767
H: -1.16775 1.99418 2.15027
H: -0.15133 4.17480 4.06734
H: -1.48967 4.36712 3.03089
H: 0.10642 4.41057 1.22295
H: -1.75541 1.25112 4.37602
C: 2.46608 -2.63411 -4.10775
C: 3.63848 -1.75107 -4.48845
O: 4.85526 -2.38205 -4.15935
O: 1.23494 -1.98717 -4.27259
H: 2.60586 -2.92175 -2.99951
H: 2.42681 -3.58063 -4.65090
H: 3.48689 -0.83796 -3.98125
H: 3.56047 -1.51860 -5.57519
H: 5.55369 -2.06026 -4.72526
H: 0.98377 -1.62845 -5.10647
C: -0.49193 -6.65767 0.89773
C: -0.08714 -5.29495 0.37292
O: -0.86671 -4.22648 0.90823
O: -1.76741 -7.04358 0.43872
H: -0.44245 -6.68606 1.98810
H: 0.24451 -7.38201 0.49068
H: -0.21488 -5.35004 -0.74217
H: 0.94920 -5.12489 0.71857
H: -1.45240 -3.85812 0.22790
H: -2.41512 -6.34806 0.70923
C: 5.54447 -3.69652 5.64051
C: 4.90078 -2.27943 5.54633
C: 4.79181 -1.79109 4.10429
O: 5.95860 -1.25707 3.48409
C: 6.80432 -2.27736 2.94154
N: 3.51117 -2.29670 6.10598
H: 5.75143 -3.96880 6.66018
H: 6.33513 -3.88041 4.96611
H: 4.89059 -4.49336 5.30953
H: 5.52584 -1.53902 6.13530
H: 4.01864 -1.05620 4.21758
H: 4.50026 -2.66337 3.55044
H: 7.44872 -1.82239 2.17931
H: 6.25227 -3.15957 2.53145
H: 7.43847 -2.62584 3.77790
H: 3.43449 -3.07995 6.77091
H: 3.37971 -1.48137 6.68248
C: 3.33345 2.05749 -5.43116
C: 3.23064 3.64204 -5.35611
C: 1.78537 4.05942 -5.25640
O: 1.26849 3.54374 -4.04268
C: -0.16318 3.48599 -4.07096
N: 4.17689 4.00476 -4.31565
H: 4.39684 1.78170 -5.31587
H: 2.88554 1.66600 -6.35655
H: 2.87143 1.53106 -4.57311
H: 3.59429 4.05365 -6.31627
H: 1.28752 3.75980 -6.19820
H: 1.74958 5.17714 -5.32881
H: -0.53980 2.88527 -3.23242
H: -0.50835 2.95992 -4.96973
H: -0.66639 4.47855 -3.94143
H: 4.44741 4.95351 -4.24905
H: 4.31629 3.43778 -3.47005
C: -3.98074 -0.83643 4.73418
C: -2.51560 -1.31268 4.47771
C: -2.25484 -1.60447 2.96116
O: -3.03717 -2.67243 2.43604
C: -2.75895 -3.84823 3.07460
N: -1.47954 -0.37331 5.00451
H: -4.15112 -0.68650 5.80977
H: -4.69550 -1.49081 4.31664
H: -4.13734 0.12679 4.29715
H: -2.47146 -2.26085 5.06637
H: -1.20286 -1.81266 2.83867
H: -2.47475 -0.71984 2.34297
H: -1.73844 -4.16713 3.06115
H: -3.28195 -4.66171 2.57216
H: -3.12627 -3.80034 4.11943
H: -0.53753 -0.79737 5.03546
H: -1.76359 0.00245 5.88450
C: -6.91051 -0.60513 0.92464
C: -7.30235 0.85992 0.50415
C: -6.47917 1.89634 1.24392
O: -5.09367 1.71446 0.84383
C: -4.24202 2.53814 1.57038
N: -7.36116 0.89421 -0.96415
H: -7.69257 -1.26510 0.42812
H: -7.01041 -0.74921 2.03663
H: -5.93508 -0.89284 0.50425
H: -8.32220 1.09914 0.92086
H: -6.52569 1.84656 2.35079
H: -6.75677 2.86918 0.91179
H: -4.54606 3.60179 1.77524
H: -3.28444 2.58425 1.03641
H: -4.10009 2.09726 2.55923
H: -7.57160 1.81641 -1.38527
H: -6.53555 0.51118 -1.47950
C: 3.42541 0.08596 -1.13537
C: 1.91671 0.11090 -0.89756
C: 1.29449 1.26042 -1.63233
O: -0.10018 1.28400 -1.53152
C: -0.60784 1.50324 -0.21590
N: 1.25277 -1.14653 -1.29262
H: 3.82249 0.20458 -2.20834
H: 3.89619 -0.73866 -0.64150
H: 3.84283 0.94514 -0.59426
H: 1.76014 0.37500 0.16435
H: 1.37031 1.12600 -2.70739
H: 1.80733 2.24227 -1.30285
H: -0.39777 0.66257 0.56039
H: -1.70198 1.54440 -0.36705
H: -0.33660 2.45804 0.24374
H: 1.09693 -1.14540 -2.29368
H: 0.33582 -1.08232 -0.87257
C: -5.10951 2.84567 -2.98037
C: -3.91279 1.97270 -2.46827
O: -4.38661 0.94048 -1.63714
H: -4.78569 3.64111 -3.67472
H: -5.59757 3.28921 -2.15696
H: -5.84067 2.16078 -3.46274
H: -3.18049 2.64986 -2.02568
H: -3.32148 1.45014 -3.23961
H: -4.74047 1.33308 -0.81795
C: 2.81399 5.12630 -1.09764
C: 1.48128 5.73939 -0.76365
O: 0.41339 4.79690 -0.87771
H: 2.85181 4.13113 -0.76427
H: 3.63311 5.73655 -0.67027
H: 2.82356 5.14945 -2.17850
H: 1.40462 6.59604 -1.38239
H: 1.43267 6.13978 0.21525
H: 0.74363 4.05858 -1.40011
C: 3.34755 2.16093 3.35771
C: 3.54730 2.66153 1.94376
O: 2.47028 2.39444 1.03467
H: 4.30564 2.31075 3.90665
H: 3.03082 1.09712 3.29277
H: 2.60015 2.78334 3.86119
H: 4.46335 2.17777 1.52631
H: 3.71263 3.75200 2.13071
H: 1.70972 2.81858 1.46444
C: -2.78976 -1.02790 -5.88542
C: -1.38735 -0.37061 -6.00278
O: -0.36228 -1.28964 -6.43025
H: -3.10919 -1.42804 -6.87723
H: -3.51297 -0.27317 -5.56671
H: -2.74194 -1.95417 -5.27614
H: -1.03625 -0.05704 -5.00290
H: -1.50798 0.52806 -6.59276
H: 0.18601 -0.87060 -7.09664

Computed properties:
E_HOMO   -0.329 Ha
ΔE to the lowest compared entry with this formula, charge and spin   0.000 eV
Total charge   0
Multiplicity   1
Energy   -3216.29016 Ha

Atom charges from the Löwdin analysis, given in e for atoms 1 to 4:
1. C -0.2218
2. C -0.2630
3. O -0.0850
4. O -0.1193


Q: What is the ΔE to the lowest compared entry with this formula, charge and spin in the first record?
A: 1.496 eV


Q: What is the total charge in the second record?
A: 0